[1]
Formula: C12H18N2
Source: the Open Molecules 2025 dataset
Level of theory: ωB97M-V/def2-TZVPD

Values from the calculation:
Kohn-Sham gap ... 0.32535 hartree
HOMO energy ... -7.971 eV
Energy relative to the best compared isomer or geometry (same formula, charge and spin) ... 17.64 kcal per mole

XYZ file:
```
32
Properties=species:S:1:pos:R:3:forces:R:3
N 0.4655 0.8027 -0.0715 0.881 1.065 -1.425
N 0.4108 3.5836 -0.2822 1.784 -0.238 -0.094
C 1.4680 -2.7315 0.1049 2.490 -2.004 0.389
C 0.2416 -3.3354 0.0764 -0.751 -0.149 0.301
C 1.6047 1.4025 -0.7912 0.906 0.081 1.589
C 0.4509 3.0280 1.0583 -0.006 0.224 0.298
C 1.6067 -1.4024 0.0763 -1.538 3.542 -0.165
C 0.4260 -0.5962 -0.0023 -0.580 -0.737 -0.607
C 1.3574 2.8663 -1.2066 -0.502 0.105 1.845
C -2.0821 -0.3151 -0.3140 -1.339 0.761 -0.419
C -0.9219 -2.5771 0.0005 -0.596 -0.577 -0.633
C -2.2782 -3.2887 0.0382 -0.360 1.689 0.041
C -0.8693 -1.1663 -0.1244 1.397 -1.224 0.759
C 0.0750 1.5325 1.1106 0.694 -0.169 1.750
H -2.2621 -4.3702 0.0296 0.436 -0.169 0.206
H -0.2534 3.5632 1.7368 0.505 -0.185 -0.549
H -2.4362 0.1261 0.6961 0.481 -0.460 -1.745
H 1.9273 0.8183 -1.6461 -0.425 -0.298 -0.171
H 2.4195 -3.3153 0.2264 -1.168 0.254 -0.254
H 2.5408 -0.8486 0.1145 0.058 -0.487 0.060
H 0.8884 2.9529 -2.1577 -0.054 -0.117 -0.990
H 2.3219 3.3750 -1.2012 -0.040 0.119 -0.175
H 1.4696 3.2300 1.4472 -0.474 -0.337 -0.097
H -1.8047 0.5132 -1.0737 -0.632 -1.071 1.492
H 2.5029 1.3750 -0.1047 -0.500 0.237 -0.500
H -2.7029 -2.9089 1.0193 -0.308 -0.660 -1.309
H -2.9770 -0.9020 -0.7359 1.462 0.878 0.640
H -1.0037 1.4362 1.2753 0.154 0.021 -0.082
H 0.5788 1.1119 2.0513 -0.554 0.266 -0.974
H 0.2062 -4.4087 0.1946 -0.265 -0.089 -0.133
H -0.4735 3.4397 -0.6776 -1.614 -0.097 -0.397
H -2.8967 -2.9905 -0.8672 0.458 -0.174 1.351
```
Positions in Å, forces in eV/Å.

---

[2]
Formula: C59H73ClFFeN5O5PS2
Source: the Open Molecules 2025 dataset
Level of theory: ωB97M-V/def2-TZVPD

Values from the calculation:
Kohn-Sham gap ... 0.18691 hartree
Charge ... +1
HOMO energy ... -8.252 eV
Energy relative to the best compared isomer or geometry (same formula, charge and spin) ... 36.98 kcal per mole

XYZ file:
```
148
Properties=species:S:1:pos:R:3:forces:R:3
Fe 0.0614 -0.2204 0.1431 2.512 0.833 -2.236
Cl -4.9807 -0.0372 5.0199 -0.286 0.005 0.210
S 2.1125 1.5039 2.7999 -0.805 0.777 -1.130
S 0.0175 2.0452 0.0877 1.097 1.570 1.247
P 0.4005 -0.3009 -2.1544 0.517 -0.032 -0.922
F -2.7110 -6.2315 0.4754 0.202 -0.043 -0.013
O -1.6484 -0.0882 -0.3533 -2.639 0.361 0.471
O -0.0615 -0.3076 1.9449 -0.574 -0.438 2.296
O 1.8965 -0.2922 0.3717 2.059 -0.907 0.419
O -0.1580 -2.0587 0.2055 0.921 -2.539 0.561
O 3.9061 -1.0927 0.8054 0.368 -0.580 0.110
N -0.7374 -10.6960 1.4763 0.029 -0.143 0.285
N 2.7753 3.9919 2.3958 -0.650 -0.268 -0.886
N 0.6962 4.5175 0.6491 0.499 -1.064 0.679
N 2.6687 -4.9864 0.6822 -0.053 0.239 0.114
N -0.7710 -8.3854 0.6764 -0.110 0.329 -0.111
C 3.8373 3.8066 3.3636 0.333 -0.032 0.197
C 4.3252 1.0123 -1.8226 -0.043 -0.033 -0.056
C -3.5311 -0.1247 4.0785 -0.159 0.096 -0.492
C -1.4704 -4.0017 -2.8924 -0.168 0.156 -0.063
C 1.9132 7.3443 -3.1948 -0.051 0.033 -0.038
C -2.4985 0.0821 0.5375 -1.779 0.066 -0.398
C 2.1675 5.9838 -3.0936 0.034 -0.032 -0.016
C -2.0558 0.8482 -3.0924 -0.054 -0.225 -0.173
C 2.8165 1.2055 -1.9982 0.004 -0.067 0.279
C 0.7444 -2.9095 0.4486 -0.670 1.233 -0.313
C 2.7557 5.2236 1.6513 -0.268 0.474 -0.284
C -2.4109 -0.0395 1.9402 0.582 -0.121 0.429
C 5.5524 2.6913 1.8958 0.089 -0.019 -0.021
C -1.3312 -2.5629 -2.4040 0.175 -0.249 0.184
C 2.6628 -0.1984 -4.0529 0.140 0.041 0.088
C 2.1379 -2.6436 0.5876 0.112 -0.028 0.200
C 5.1845 3.7771 2.6862 0.009 0.108 0.046
C 0.9179 7.9165 -2.4197 0.016 0.090 -0.056
C -2.1317 -10.3328 1.1060 -0.557 0.280 -0.140
C 7.2798 4.8489 2.1612 0.094 0.038 -0.022
C 2.7024 -1.2523 0.6088 -0.284 1.451 -0.191
C -1.1552 -0.2761 2.5875 0.077 0.197 -0.382
C -1.8740 2.1069 -5.2810 -0.128 0.175 0.097
C 0.8958 -6.6423 0.7601 -0.729 -0.396 -0.071
C -1.1530 -0.4243 4.0045 -0.125 -0.066 0.389
C -1.0523 -2.7299 -5.0380 0.194 -0.181 0.003
C 4.0554 0.4250 -4.2583 0.097 -0.194 0.019
C 7.6380 3.7712 1.3677 0.026 0.058 -0.014
C 4.9160 0.2392 -3.0118 0.025 0.148 -0.104
C 0.4600 5.7806 -1.4064 0.041 0.090 0.045
C 6.7716 2.6954 1.2375 -0.019 -0.016 0.012
C -0.2430 4.9326 -0.3766 -0.275 0.189 -0.295
C 0.2335 -2.2694 -4.3498 -0.128 0.032 -0.085
C 3.0223 -3.6736 0.7058 -0.575 -0.120 -0.066
C 1.3244 -5.3224 0.6745 -0.111 0.506 -0.196
C 0.0448 -2.0280 -2.8286 -0.049 0.337 0.112
C -3.5865 0.0369 2.7245 0.024 0.028 0.175
C -2.1492 -8.8043 0.8909 -0.094 0.090 0.100
C -0.9964 -4.6450 0.5499 0.503 -0.077 -0.013
C 0.1951 7.1385 -1.5280 -0.035 -0.081 -0.046
C 6.0557 4.8519 2.8103 -0.026 -0.037 0.067
C 0.1599 -10.5750 0.2931 0.341 0.202 -0.489
C 2.2169 -0.0803 -2.5834 -0.458 0.020 -0.040
C -0.5508 0.7597 -3.3616 0.281 -0.327 0.270
C -1.5732 -4.0335 -4.4275 0.005 0.055 -0.013
C -1.0195 3.0147 -4.3976 0.048 -0.060 -0.181
C 3.6684 -6.0486 0.6482 0.352 -0.346 0.009
C 0.9714 3.2213 0.9644 -2.826 0.049 -2.660
C 5.0756 -5.5981 0.2870 -0.196 0.076 0.063
C -0.1479 -9.2064 -0.3526 0.006 -0.099 -0.016
C 1.9665 2.9673 1.9810 1.998 -1.482 3.185
C -0.0411 2.1951 -3.5294 -0.049 -0.066 -0.220
C -0.4613 -6.9953 0.6604 1.068 0.068 0.065
C -1.3820 -5.9634 0.5598 -0.424 0.423 0.029
C -2.7648 1.2135 -4.4048 0.135 0.072 -0.049
C 1.2968 5.5754 1.4310 0.551 0.358 0.279
C -2.3060 -0.3514 4.7332 0.390 0.010 -0.329
C 0.3604 -4.2948 0.5627 -0.519 -1.115 0.186
C 1.4470 5.2082 -2.2021 -0.015 -0.030 0.047
H -0.1949 -0.5769 4.4805 0.045 -0.009 0.035
H 2.7083 -1.2494 -4.3405 -0.058 -0.008 -0.042
H 3.3441 -6.7707 -0.1080 -0.015 0.042 0.080
H -2.8202 -10.6232 1.8972 0.131 -0.083 0.015
H -3.5055 0.3382 0.1676 -0.013 -0.103 0.049
H 4.0644 -3.4276 0.8254 0.108 0.051 -0.093
H 3.9693 1.4886 -4.4876 -0.006 0.064 -0.003
H 5.5307 -5.0005 1.0723 0.050 0.051 0.021
H -1.0541 5.5017 0.0897 0.018 -0.074 0.038
H 0.9945 -3.0396 -4.4997 0.094 0.039 -0.049
H -2.4560 -0.0808 -2.6972 -0.066 0.096 0.076
H 0.7667 -8.7320 -0.6985 -0.030 -0.117 -0.010
H 7.0463 1.8460 0.6293 0.028 -0.070 -0.054
H 0.7998 5.6666 2.4057 -0.067 0.044 -0.134
H 3.2511 5.1178 0.6771 0.088 0.061 0.094
H 1.1971 6.5142 0.8865 0.019 -0.070 0.021
H -3.7007 1.7272 -4.1810 -0.071 0.006 -0.023
H 2.4835 7.9547 -3.8811 0.010 0.011 -0.032
H 3.2716 5.9975 2.2194 -0.048 -0.012 -0.002
H -0.4585 3.7134 -5.0203 -0.031 0.105 0.089
H 5.9383 0.5654 -3.2071 0.051 -0.070 0.013
H -0.6719 -11.6147 1.9156 0.011 0.092 -0.016
H -0.9959 -4.8744 -4.8173 -0.038 -0.032 -0.091
H -0.6600 4.0337 -0.8250 -0.053 0.213 0.026
H 2.6246 2.0392 -2.6740 -0.067 0.056 -0.070
H 2.3645 1.4387 -1.0380 0.041 0.047 -0.032
H -0.5813 7.5949 -0.9269 -0.033 -0.002 0.071
H 3.6897 -6.5616 1.6170 -0.075 0.000 -0.068
H 1.6017 -7.4402 0.9226 0.097 -0.049 -0.013
H -2.4917 2.7057 -5.9522 0.037 -0.020 -0.053
H -2.5251 -8.2931 1.7773 -0.048 -0.079 -0.054
H 3.6474 2.8667 3.8811 0.027 0.226 -0.008
H -0.4337 -9.9593 2.1288 0.063 -0.257 0.031
H 0.7887 -2.6305 -2.2872 -0.032 0.013 -0.039
H 0.0540 2.6600 -2.5478 0.110 -0.052 -0.024
H -4.5335 0.2198 2.2375 -0.117 0.016 -0.024
H -0.8547 -2.8742 -6.1023 -0.063 0.059 -0.013
H -0.4172 0.2280 -4.3095 -0.032 0.114 -0.049
H 4.5342 -0.0437 -5.1200 -0.011 0.054 -0.066
H -2.1378 -1.9705 -2.8297 -0.051 0.046 0.022
H 4.9030 1.8314 1.8054 -0.146 -0.048 -0.033
H 0.9415 2.1917 -4.0010 0.070 0.015 0.040
H 5.0715 -5.0241 -0.6371 0.063 0.041 -0.058
H 2.6638 -0.9104 -2.0203 -0.013 0.035 -0.021
H 5.6945 -6.4811 0.1386 -0.002 -0.021 0.016
H -2.6111 -4.1803 -4.7314 0.000 -0.081 -0.030
H -1.6849 3.6050 -3.7646 -0.005 0.087 0.034
H -2.8138 -8.5628 0.0535 0.066 -0.077 0.080
H 0.7041 8.9727 -2.5040 0.005 0.048 -0.006
H -0.6001 -4.5717 -2.5537 0.053 -0.048 0.040
H -1.2222 1.4966 -5.9110 -0.011 0.013 -0.043
H 4.8050 1.9876 -1.7246 0.050 0.078 -0.014
H 5.7837 5.6928 3.4369 -0.036 0.037 0.015
H 7.9516 5.6883 2.2814 0.028 0.012 -0.028
H 0.5803 -1.3753 -4.8604 0.132 -0.055 0.008
H 3.7925 4.6251 4.0893 -0.016 0.026 -0.102
H -2.2258 1.6119 -2.3318 -0.028 0.000 0.066
H -2.4013 -10.8678 0.1964 0.142 -0.100 0.069
H 8.5910 3.7697 0.8569 0.036 -0.016 -0.020
H -3.0185 0.3062 -4.9587 -0.057 -0.037 0.029
H -1.7349 -3.8601 0.5053 -0.107 0.057 -0.070
H 2.9303 5.5302 -3.7111 0.050 -0.037 -0.010
H -2.3512 -4.4633 -2.4425 -0.025 -0.094 0.028
H -0.0285 -11.3991 -0.3934 -0.072 -0.043 0.144
H 1.9562 0.2997 -4.7188 -0.087 -0.048 -0.058
H 4.9600 -0.8273 -2.7772 0.058 -0.062 0.015
H 1.6459 4.1486 -2.1085 0.088 -0.062 -0.005
H -2.2919 -0.4468 5.8087 0.011 -0.031 0.077
H -0.8053 -9.3334 -1.2228 -0.001 0.046 0.041
H 4.5083 0.4631 -0.8993 -0.023 0.034 0.079
H 1.1914 -10.6314 0.6396 -0.078 -0.039 0.098
H -1.8079 -1.9469 -4.9559 -0.037 0.031 -0.057
H -1.4222 -2.5147 -1.3256 -0.134 0.091 -0.073
```
Positions in Å, forces in eV/Å.